(1)
ORCA calculation (the ωB97M-V functional and the def2-TZVPD basis) on a single C5H4N6S3 molecule in a non-equilibrium geometry.

Atoms and positions in Å:
C -1.45418 -1.22635 -1.88543
C 1.04345 1.75433 1.96828
C 0.81379 -0.35340 -0.77025
C -0.41583 -1.16858 -0.70334
C 0.65465 1.47920 0.67417
N -2.59768 -0.91749 -1.40245
N 1.62424 0.63352 2.44112
N -1.30516 -0.62567 0.33360
N 1.12084 0.26746 0.39244
N -2.41861 -0.49892 -0.11836
N 1.67384 -0.26262 1.57216
S 1.73969 -0.24305 -2.12661
S 0.29497 -2.78132 -0.34251
S 0.02169 2.56935 -0.54057
H -1.20110 -1.53199 -2.87390
H 0.69290 2.56873 2.56123
H 0.91762 -2.15027 0.77184
H -1.20510 2.48705 0.04857

Force components x, y, z for each atom (eV/Å):
1.15 0.16 2.24
-1.01 -0.69 -0.66
1.17 -0.78 -3.94
-1.77 0.18 -1.50
0.92 1.82 0.21
0.52 -0.65 -3.07
-0.09 0.74 1.34
1.84 -0.72 0.68
0.77 1.03 2.66
-2.25 0.95 2.05
0.26 -1.38 -1.87
-0.79 0.12 1.23
0.27 0.11 1.86
-1.07 -0.15 0.48
-0.22 -0.22 -0.54
0.44 0.40 0.32
-0.43 -1.26 -0.96
0.27 0.32 -0.52

Properties
HOMO   -9.829 eV
ΔE to the lowest compared entry with this formula, charge and spin   49.3 kJ/mol
HOMO-LUMO gap   8.2 eV
Largest force on an atom   4.2 eV/A
SMILES   S=C(n1nncc1S)[C@]1(S)C=NN=N1
E   -1715.85667 Ha

Atom charges from the Löwdin analysis, given in e for atoms 1 to 6:
1. C -0.0727
2. C -0.1139
3. C -0.8723
4. C -0.8112
5. C -0.6623
6. N 0.0555

---

(2)
ORCA calculation (the ωB97M-V functional and the def2-TZVPD basis) on a single C3H6O3S2 molecule in a non-equilibrium geometry.

Atoms and positions in Å:
C 0.74368 -0.09385 0.24862
C 0.54349 1.43150 0.06800
C -0.37677 -0.88614 -0.64606
H 2.49473 -1.04025 0.56810
H 0.60397 -0.29273 1.26795
H 0.76796 1.82730 -0.88830
H 1.18816 1.81995 0.98829
H -0.40219 -2.06948 -0.59230
H -0.12857 -0.64693 -1.67807
O 2.03965 -0.50476 -0.17761
O -2.85968 -0.31977 -0.79529
O -1.70729 -0.77875 1.44030
S -1.18765 1.75091 0.07239
S -1.71948 -0.19701 0.12397

Force components x, y, z for each atom (eV/Å):
0.44 -1.32 -2.97
1.87 -0.85 2.71
3.49 -1.40 0.81
-1.28 1.40 -1.91
-0.30 -0.49 1.37
1.44 0.11 -0.71
-1.54 0.04 -2.20
0.10 2.59 0.50
-0.68 0.39 -0.06
1.00 -0.85 1.97
0.71 0.34 1.85
-0.53 0.47 0.06
-1.24 1.26 0.77
-3.49 -1.68 -2.18

Properties
HOMO   -9.869 eV
ΔE to the lowest compared entry with this formula, charge and spin   125.0 kJ/mol
HOMO-LUMO gap   10.2 eV
Largest force on an atom   4.4 eV/A
SMILES   O=S1(=O)C[C@@H](O)CS1
E   -1139.93292 Ha

Atom charges from the Löwdin analysis, given in e for atoms 1 to 6:
1. C -0.4643
2. C -0.4732
3. C -0.2243
4. H 0.1509
5. H 0.1043
6. H 0.0556

---

(3)
ORCA calculation (the ωB97M-V functional and the def2-TZVPD basis) on a molecular structure, C24H63FNO11PS2 in a non-equilibrium geometry.

Atoms and positions in Å:
O -4.91319 1.08025 -4.81843
P -4.98410 -0.34298 -4.96980
O -4.19952 -0.77389 -6.26774
O -6.45714 -0.83620 -5.15794
N -4.18491 -1.19070 -3.69349
S -4.70749 -2.84161 -3.50731
S -4.16334 -0.30444 -2.24161
O -3.01362 0.47504 -2.27021
O -5.36070 0.37529 -2.01416
F -3.94254 -1.38201 -1.17822
H -3.28076 -0.49233 -6.07575
H -7.03194 -0.35297 -4.53394
H -6.04720 -2.85056 -3.70247
C 0.04499 1.35503 -2.64418
C 0.87820 0.34840 -1.87127
O 2.16835 0.81771 -1.51416
C 2.21130 1.97001 -0.69248
C 1.51591 1.79788 0.64673
H 0.56636 1.66329 -3.55327
H -0.91082 0.91904 -2.91823
H -0.15571 2.25437 -2.06057
H 1.04409 -0.53199 -2.49413
H 0.33981 0.00292 -0.98170
H 1.80802 2.83560 -1.23058
H 3.26927 2.17667 -0.52275
H 0.45035 1.59538 0.53203
H 1.62145 2.70354 1.24602
H 1.95213 0.96216 1.19716
C -1.95875 -8.25675 -2.66797
C -2.90952 -7.19393 -3.19151
O -2.36138 -5.88763 -3.19124
C -1.19722 -5.69277 -3.97493
C -1.39266 -5.98949 -5.45195
H -1.63469 -8.01228 -1.65513
H -2.45143 -9.22938 -2.65335
H -1.06463 -8.34570 -3.28634
H -3.78568 -7.15174 -2.54282
H -3.27450 -7.45715 -4.19074
H -0.36355 -6.27549 -3.56812
H -0.92859 -4.64260 -3.85327
H -1.65663 -7.03275 -5.62913
H -0.47516 -5.77934 -6.00262
H -2.19479 -5.37293 -5.86153
C 3.68817 1.99369 -7.32743
C 4.78589 2.68193 -6.53279
O 4.33154 3.30558 -5.34717
C 3.71995 2.45798 -4.38818
C 4.62006 1.34817 -3.87730
H 2.90329 2.70566 -7.58773
H 4.09635 1.56988 -8.24595
H 3.22356 1.18295 -6.76458
H 5.22112 3.47676 -7.13958
H 5.59845 1.98168 -6.30812
H 2.78612 2.04602 -4.78777
H 3.44030 3.10384 -3.55511
H 4.92373 0.66551 -4.67301
H 4.09867 0.76689 -3.11660
H 5.52881 1.76506 -3.43880
C 2.65912 4.03413 4.77332
C 4.03286 3.56556 5.21960
O 4.04932 2.24838 5.74392
C 3.62530 1.22201 4.86634
C 4.45720 1.10971 3.60017
H 1.95211 3.98201 5.60283
H 2.70976 5.06463 4.42030
H 2.25899 3.42229 3.96261
H 4.38522 4.21264 6.02302
H 4.75839 3.65946 4.40364
H 2.56363 1.34574 4.62236
H 3.70583 0.29296 5.43180
H 4.40250 2.01509 2.99401
H 4.10467 0.27716 2.98965
H 5.50681 0.94174 3.84637
C -7.22978 -6.93867 1.22187
C -6.01818 -7.09502 2.12573
O -4.79883 -7.26952 1.42735
C -4.41886 -6.21883 0.55730
C -4.23611 -4.87936 1.25021
H -7.32714 -7.80295 0.56289
H -8.13739 -6.84946 1.81987
H -7.15805 -6.05089 0.59186
H -6.14155 -7.98935 2.73696
H -5.94189 -6.25152 2.82091
H -5.13368 -6.13701 -0.27050
H -3.46814 -6.52023 0.11548
H -5.16135 -4.52298 1.70521
H -3.90476 -4.12712 0.53296
H -3.49018 -4.95974 2.04223
C 2.29767 6.49061 9.39270
C 3.45942 7.04792 8.58754
O 3.21176 7.11655 7.19486
C 2.12229 7.92485 6.78873
C 2.25238 9.38354 7.19295
H 2.03143 5.49408 9.03670
H 2.56674 6.42600 10.44755
H 1.40780 7.11670 9.31420
H 4.32187 6.39111 8.70457
H 3.76153 8.02944 8.96985
H 1.17907 7.50313 7.15438
H 2.09033 7.85670 5.70074
H 2.28139 9.50766 8.27617
H 1.40510 9.95614 6.81396
H 3.17131 9.81018 6.78803

Force components x, y, z for each atom (eV/Å):
0.29 1.92 1.15
0.68 0.86 -1.06
0.24 -1.09 0.42
-0.41 -1.00 0.31
-1.63 -0.80 0.83
0.67 -1.02 -0.28
0.39 1.20 -1.10
2.15 0.58 -0.01
-2.24 -0.42 0.61
-0.22 -0.73 0.05
-0.34 -0.22 -0.55
0.15 -0.07 -0.38
0.14 0.70 0.07
0.21 0.14 -0.05
-0.18 0.05 -0.02
0.20 -0.14 -0.05
-0.06 0.13 0.04
-0.07 -0.12 0.02
0.03 -0.02 0.02
0.01 0.00 0.00
-0.09 -0.04 0.03
0.15 0.00 0.04
-0.03 0.04 0.00
-0.06 0.00 0.04
0.03 -0.10 -0.09
-0.02 0.09 0.00
0.02 0.00 -0.01
0.03 0.03 0.01
0.12 0.06 -0.02
0.03 -0.18 -0.02
-0.16 0.23 0.13
0.09 -0.07 -0.09
-0.12 -0.05 0.00
-0.04 -0.02 0.01
-0.02 0.02 0.02
-0.04 -0.05 -0.05
0.02 0.14 0.00
0.06 -0.02 -0.02
0.00 -0.04 -0.05
-0.09 0.01 0.10
0.08 -0.02 0.00
0.00 0.02 0.02
0.02 0.02 0.00
-0.10 -0.02 0.08
0.02 -0.11 -0.05
0.01 0.23 0.03
-0.03 -0.14 0.03
0.13 -0.07 -0.06
0.03 0.01 -0.03
0.01 0.03 0.00
0.06 -0.05 -0.02
-0.02 0.08 0.10
-0.04 -0.06 -0.01
0.02 -0.06 0.00
0.03 0.09 -0.07
-0.06 -0.02 0.00
-0.04 0.06 0.01
-0.02 0.02 0.01
-0.10 -0.12 -0.03
0.00 0.11 -0.09
0.07 -0.04 0.19
-0.07 -0.02 -0.11
0.07 0.10 -0.02
0.02 0.05 0.01
0.02 0.01 0.05
0.05 0.04 -0.05
0.01 -0.10 0.06
-0.04 -0.01 -0.05
0.01 0.02 -0.07
0.03 0.08 0.10
-0.07 -0.03 -0.05
0.00 -0.01 0.02
-0.01 -0.03 0.01
0.06 0.03 -0.12
-0.10 0.08 0.03
0.14 -0.19 0.01
-0.02 0.12 -0.07
-0.08 0.00 0.10
-0.02 -0.02 0.03
0.01 -0.03 0.01
-0.03 0.05 0.06
0.12 -0.03 -0.04
-0.04 0.04 -0.04
-0.02 0.08 0.02
-0.02 -0.13 0.05
-0.02 0.04 -0.07
0.02 -0.03 -0.01
0.02 0.00 -0.03
-0.11 0.01 -0.10
-0.04 0.03 0.14
0.14 -0.13 -0.19
-0.11 0.07 0.05
0.10 0.00 0.08
0.03 -0.01 0.02
0.03 -0.02 -0.01
0.03 0.04 0.06
0.01 0.00 -0.14
-0.06 0.01 0.02
-0.01 0.05 0.04
0.09 -0.09 0.01
-0.08 0.00 0.00
0.00 -0.02 -0.02
-0.02 0.00 -0.03

Properties
HOMO   -9.458 eV
HOMO-LUMO gap   9.4 eV
Largest force on an atom   2.4 eV/A
E   -3072.15578 Ha

Atom charges from the Löwdin analysis, given in e for atoms 1 to 6:
1. O -0.2135
2. P 0.2296
3. O -0.0817
4. O -0.1005
5. N -0.6209
6. S 0.8034

---

Q: What is the largest force on an atom in the third record?
A: 2.4 eV/A

---

Q: largest force on an atom of number 1 (C5H4N6S3)?
A: 4.2 eV/A

---

Q: Which of these has the lowest E?
A: C24H63FNO11PS2